No. 1
{"formula": "C4H11N3O2", "method": "ωB97M-V/def2-TZVPD", "e_lumo_ev": 0.7, "gap_ev": 9.4, "homo_ev": -8.61, "smiles": "CN=C(N)N.CC(=O)O", "de_lowest_ev": 0.776, "species": ["H", "H", "O", "H", "O", "C", "C", "H", "C", "H", "H", "N", "H", "N", "H", "H", "H", "H", "C", "N"], "coordinates": [[2.79, 0.13, 1.00], [-2.86, 0.87, 0.30], [2.01, 0.69, 0.85], [1.10, 2.74, -1.57], [2.53, 0.42, -1.31], [1.31, 2.43, -0.55], [0.05, -1.46, -1.12], [-0.51, -2.15, -1.75], [-1.60, -0.76, 0.42], [0.77, -0.96, -1.74], [-3.34, -0.26, 1.45], [-0.97, -0.55, -0.63], [0.37, 2.30, -0.02], [-1.47, -1.88, 1.29], [0.57, -1.95, -0.29], [-1.48, -1.57, 2.25], [-0.65, -2.41, 1.07], [1.92, 3.17, -0.04], [2.04, 1.12, -0.47], [-2.60, 0.08, 0.87]], "mulliken_charge": [0.331, 0.226, -0.473, 0.313, -0.559, -0.941, -0.964, 0.358, 0.696, 0.259, 0.212, -0.506, 0.220, -0.582, 0.307, 0.249, 0.241, 0.328, 0.763, -0.479]}



No. 2
{"formula": "C2H8NS", "method": "ωB97M-V/def2-TZVPD", "e_lumo_ev": -3.9, "gap_ev": 10.7, "total_charge": 1, "homo_ev": -14.58, "de_lowest_ev": 0.888, "species": ["S", "H", "C", "H", "H", "H", "H", "H", "H", "N", "H", "C"], "coordinates": [[2.01, 0.08, 0.12], [-0.93, 1.26, 0.88], [-0.45, -1.40, 0.00], [0.45, -0.06, -1.55], [-0.86, -1.17, 0.95], [0.09, 2.17, -0.03], [2.01, -0.02, 1.45], [0.40, -2.06, 0.17], [-1.15, -1.59, -0.75], [-0.54, 1.39, -0.08], [-1.37, 1.61, -0.65], [0.36, -0.19, -0.49]], "mulliken_charge": [-0.113, 0.360, -0.960, 0.307, 0.359, 0.354, 0.191, 0.339, 0.365, -0.564, 0.339, 0.023]}